Below is a cluster of 2 separate species, C3H5IO in total, with properties calculated with the ωB97M-V functional and the def2-TZVPD basis.

Properties
ΔE to the lowest compared entry with this formula, charge and spin = 383.1 kJ/mol
Total charge = 0
HOMO = -0.338 Ha

Cartesian coordinates (Å):
C: -0.658 0.380 0.576
C: -1.824 0.081 -0.340
C: 0.792 0.229 0.247
O: -1.450 1.377 -0.019
I: -3.932 -0.116 -0.066
H: -0.843 0.261 1.564
H: -1.657 -0.130 -2.108
H: 1.070 -0.678 0.722
H: 1.228 1.082 0.728
H: 1.179 0.237 -0.858

What are the Löwdin partial charges on each atom? They are as follows, in elementary charge units: number 1, C, carries -0.380; number 2, C, carries -0.746; number 3, C, carries -0.040; number 4, O, carries -0.153; number 5, I, carries 0.757; number 6, H, carries 0.099; number 7, H, carries 0.196; number 8, H, carries 0.067; number 9, H, carries 0.074; number 10, H, carries 0.127